Record 1
The following is a DFT calculation (wB97M-V/def2-TZVPD) of a molecular structure, C29H25HgIN3OPS.

- LUMO (spin up / spin down) (eV) = -3.1 / -4.7
- 2S+1 = 2
- electronic energy (Eh) = -2549.975626
- net charge = +1
- ΔE to the lowest compared entry with this formula, charge and spin (eV) = 0.480
- HOMO level (spin up / spin down) (eV) = -9.86 / -10.20

Positions of all 62 atoms, in Å:
1 Hg -0.45900 -0.10757 0.85281
2 O -1.18635 2.75719 -0.02221
3 N 0.08847 3.15141 -0.42916
4 C 0.35423 2.85001 -1.62595
5 C 1.69796 3.25580 -2.12812
6 C 1.74375 4.38792 -2.93166
7 C 2.95550 4.92926 -3.33609
8 C 4.13864 4.33400 -2.93861
9 C 4.09998 3.16897 -2.18539
10 C 2.89297 2.60264 -1.77182
11 P 3.13147 0.99808 -0.91736
12 C 2.67105 1.20528 0.84833
13 C 2.91105 0.12761 1.71214
14 C 2.64257 0.22440 3.06993
15 C 2.16028 1.41266 3.59901
16 C 1.97407 2.50438 2.76480
17 C 2.24683 2.41044 1.40651
18 C 1.88311 -0.14477 -1.63139
19 C 1.73152 -1.40229 -1.03146
20 C 0.97165 -2.39891 -1.62778
21 C 0.32891 -2.15391 -2.83259
22 C 0.48028 -0.91708 -3.44420
23 C 1.27467 0.06622 -2.86822
24 H -1.27455 3.20010 0.82976
25 H -0.37624 2.37938 -2.28306
26 H 0.81716 4.86877 -3.22171
27 H 2.96981 5.82111 -3.94845
28 H 5.08987 4.76044 -3.22724
29 H 5.02467 2.67711 -1.91037
30 H 3.35640 -0.78190 1.32998
31 H 2.84480 -0.61901 3.71805
32 H 1.97005 1.49929 4.66064
33 H 1.63105 3.44572 3.17569
34 H 2.12364 3.27969 0.78065
35 H 2.27186 -1.62874 -0.12389
36 H 0.91175 -3.37628 -1.16476
37 H -0.26365 -2.92838 -3.30325
38 H -0.00657 -0.71938 -4.39106
39 H 1.42867 0.99855 -3.39603
40 S -1.73987 0.77834 3.32241
41 C -2.52761 -0.72791 3.41916
42 N -3.86885 -0.78713 3.20609
43 C -4.59943 -1.92727 3.16536
44 C -4.00012 -3.12553 3.39098
45 C -2.62324 -3.12917 3.69058
46 C -1.90476 -1.96518 3.70482
47 H -4.32151 0.10349 3.04085
48 H -5.64956 -1.81388 2.94030
49 H -4.57568 -4.03757 3.35738
50 H -2.12969 -4.06662 3.91477
51 H -0.85042 -1.94798 3.94068
52 I -2.71659 0.30505 -1.81281
53 C -2.70243 -1.70767 -1.25985
54 C -3.41158 -2.64428 -1.99736
55 C -3.36120 -3.96403 -1.58043
56 C -2.60819 -4.29622 -0.46300
57 C -1.92980 -3.28902 0.19360
58 N -1.97791 -2.01097 -0.19367
59 H -3.98571 -2.34606 -2.86208
60 H -3.90126 -4.72625 -2.12668
61 H -2.55137 -5.31613 -0.10938
62 H -1.31559 -3.49617 1.06177

Record 2
The following is a DFT calculation (wB97M-V/def2-TZVPD) of a molecular structure, C29H25N3O3PS2W in a non-equilibrium geometry.

- LUMO (eV) = -3.0
- electronic energy (Eh) = -2714.648379
- net charge = +1
- ΔE to the lowest compared entry with this formula, charge and spin (eV) = 0.776
- HOMO level (eV) = -10.44

Positions of all 64 atoms, in Å:
1 W 0.49503 -0.93387 -0.63974
2 C 0.57771 -4.80387 4.05944
3 C 1.42717 -3.79267 3.62753
4 C 0.96577 -2.83587 2.74107
5 C -0.35359 -2.87091 2.29021
6 C -1.20215 -3.88418 2.72684
7 C -0.73132 -4.85080 3.60767
8 P -0.86015 -1.57460 1.13917
9 C -1.12015 -0.10507 2.18780
10 C -1.12908 1.18011 1.63778
11 C -1.20266 2.29565 2.45436
12 C -1.28399 2.14696 3.83308
13 C -1.28337 0.87946 4.38965
14 C -1.18951 -0.23918 3.57513
15 C 0.80324 -2.92752 -0.64469
16 C 0.84122 -4.32709 -0.41077
17 C 1.70608 -5.02793 -1.19923
18 C 2.51868 -4.38293 -2.18857
19 C 2.47207 -3.03728 -2.40564
20 C 1.56182 -2.32318 -1.58246
21 H 0.94042 -5.55821 4.74520
22 H 2.45083 -3.75697 3.97566
23 H 1.63426 -2.05880 2.38823
24 H -2.22088 -3.93647 2.37233
25 H -1.39233 -5.64159 3.93635
26 H -1.10835 1.32075 0.56086
27 H -1.20473 3.28331 2.01281
28 H -1.34577 3.02021 4.46913
29 H -1.35097 0.75751 5.46274
30 H -1.17808 -1.22468 4.02184
31 H 0.23596 -4.82296 0.33678
32 H 1.79073 -6.10099 -1.08259
33 H 3.18975 -4.99484 -2.77871
34 H 3.09371 -2.56851 -3.15656
35 N -6.27900 1.25215 4.68428
36 C -5.66366 0.65270 3.62224
37 C -5.24094 -0.68271 3.70457
38 C -4.58558 -1.27351 2.64967
39 C -4.33234 -0.54040 1.49256
40 C -4.75081 0.78369 1.39141
41 C -5.40811 1.37421 2.44746
42 S -3.55698 -1.32358 0.15797
43 O -2.43471 -2.18543 0.87786
44 O -4.37387 -2.28024 -0.51905
45 N -2.90654 -0.18836 -0.62062
46 C -2.34506 -0.29740 -1.85347
47 S -3.24151 -0.21309 -3.30054
48 C -1.79431 -0.23757 -4.22229
49 C -0.72547 -0.29231 -3.40791
50 N -1.03120 -0.34405 -2.05493
51 H -6.63656 0.67965 5.42816
52 H -6.74934 2.12840 4.54333
53 H -5.43107 -1.24951 4.60709
54 H -4.26731 -2.30509 2.72726
55 H -4.54855 1.34843 0.49257
56 H -5.72675 2.40613 2.37267
57 H -1.80578 -0.20644 -5.29832
58 H 0.30972 -0.31287 -3.70925
59 C 3.22012 0.68728 0.73040
60 C 2.05270 0.25499 -0.05867
61 O 1.57302 0.89745 -1.02552
62 H 2.85082 0.94589 1.72655
63 H 3.71899 1.54396 0.27988
64 H 3.91115 -0.14601 0.85982